[1]
The following is a DFT calculation (wB97M-V/def2-TZVPD) of a molecular structure, C19H2Cl68F5GaIO2S.

Values from the calculation:
- Frontier orbital gap: 0.28952 Eh
- 2S+1: 1
- LUMO: 1.20 eV
- Total charge: -1
- E_HOMO: -6.677 eV

Structure (XYZ):
```
99
C19H2Cl68F5GaIO2S (wB97M-V/def2-TZVPD)
O 1.43142 1.43980 0.21396
S 1.89765 0.20149 -0.43625
O 1.03093 -0.94177 -0.13084
Ga 2.00969 0.48697 -2.78736
I -0.43014 0.95981 -3.51484
C 3.57386 -0.10350 0.33590
F 3.55747 0.21569 1.67750
F 4.45987 0.73927 -0.29153
C 4.12026 -1.57208 0.18919
F 3.47392 -2.28743 -0.77322
F 5.47104 -1.55076 -0.08165
F 3.97809 -2.23156 1.39158
H 2.97298 1.68045 -3.17369
H 2.44458 -0.92277 -3.35894
C 5.90461 0.39021 -5.23279
Cl 5.65145 0.32893 -3.49124
Cl 5.90002 2.07633 -5.76880
Cl 7.46516 -0.34864 -5.63519
Cl 4.60858 -0.49061 -6.04823
C 4.83764 4.66243 -0.22053
Cl 5.97564 4.12717 -1.46826
Cl 3.57851 3.45591 -0.01709
Cl 5.70875 4.88431 1.30792
Cl 4.11962 6.20664 -0.71017
C -5.13023 1.99606 -4.04268
Cl -5.88518 1.03036 -2.77003
Cl -5.69246 1.42533 -5.61898
Cl -5.56792 3.71242 -3.79651
Cl -3.37553 1.82313 -3.95466
C 1.98966 1.95442 5.17747
Cl 0.90075 1.05717 6.26778
Cl 3.58435 2.11907 5.93856
Cl 2.19487 1.13125 3.63810
Cl 1.30003 3.55938 4.93210
C 2.97094 0.02648 9.76934
Cl 3.88882 -0.65215 8.41905
Cl 1.45134 -0.86415 9.93589
Cl 3.91429 -0.12847 11.25924
Cl 2.62090 1.73073 9.47185
C 0.78875 -2.22961 -6.97005
Cl 1.45297 -1.46629 -8.42765
Cl 0.21948 -0.98034 -5.84879
Cl -0.55839 -3.28866 -7.42700
Cl 2.05431 -3.19161 -6.19340
C -0.90633 -4.49346 0.05022
Cl -1.87242 -5.51712 1.12694
Cl -1.59096 -4.54399 -1.58344
Cl -0.92152 -2.83961 0.64059
Cl 0.75545 -5.10618 0.01164
C 0.12926 5.07769 8.49968
Cl 0.12325 6.63973 9.33040
Cl -0.35021 3.80412 9.62907
Cl -1.01707 5.13146 7.15647
Cl 1.75320 4.74406 7.88756
C -5.30592 -2.67220 -2.61461
Cl -4.98148 -3.93435 -3.81323
Cl -4.81813 -3.24733 -1.01783
Cl -4.38454 -1.22463 -3.01216
Cl -7.03502 -2.29595 -2.60472
C -5.39965 -5.81115 2.85107
Cl -5.02737 -7.53012 2.65740
Cl -4.16729 -5.04529 3.86392
Cl -5.36756 -4.99937 1.29198
Cl -6.99705 -5.62891 3.58901
C 2.65656 -1.37963 -12.27240
Cl 3.34129 -0.63846 -13.72616
Cl 2.07874 -0.11685 -11.18281
Cl 1.30749 -2.42778 -12.72524
Cl 3.89765 -2.33563 -11.45707
C -1.55581 -2.37822 5.60648
Cl 0.06474 -2.83048 6.13252
Cl -2.74640 -3.51169 6.30093
Cl -1.91755 -0.74507 6.16109
Cl -1.64979 -2.42725 3.84780
C -0.08406 -8.07621 -2.60153
Cl 0.26593 -9.34883 -3.78247
Cl 0.38494 -8.62961 -0.98971
Cl 0.82644 -6.62211 -3.02169
Cl -1.81511 -7.72103 -2.61377
C -1.57264 5.70693 -5.41566
Cl -0.45595 4.96664 -4.27286
Cl -1.50077 7.47229 -5.26508
Cl -1.12772 5.24108 -7.06403
Cl -3.21572 5.15169 -5.07104
C -0.41120 10.54812 8.21368
Cl 0.95104 11.65773 8.02139
Cl -0.29729 9.74907 9.78950
Cl -1.92623 11.45487 8.12812
Cl -0.37414 9.33999 6.92883
C 2.16689 -6.05639 8.29885
Cl 3.11108 -7.13860 9.33236
Cl 2.78146 -4.40854 8.45341
Cl 2.30126 -6.57926 6.61730
Cl 0.47064 -6.09845 8.79440
C -9.15940 3.76814 -6.89648
Cl -10.08143 2.60339 -5.93789
Cl -7.69116 4.20795 -6.02677
Cl -8.72929 3.03867 -8.44995
Cl -10.14742 5.21054 -7.17839
```

[2]
The following is a DFT calculation (wB97M-V/def2-TZVPD) of a molecular structure, C9H17O7PScTe.

Values from the calculation:
- Frontier orbital gap: 0.27779 Eh
- 2S+1: 1
- Energy above the lowest of the compared OMol25 structures with the same formula, charge and spin: 0.471 eV
- LUMO: -4.08 eV
- Total charge: +1
- E_HOMO: -11.636 eV

Structure (XYZ):
```
36
C9H17O7PScTe (wB97M-V/def2-TZVPD)
Sc -0.24200 -0.42517 1.31311
C -3.58470 -0.71556 -1.27160
C -2.90039 -0.87546 0.07633
C -3.62102 -1.85280 1.00429
O -1.51998 -1.34610 -0.10762
C -2.79771 0.50763 0.82409
O -3.66433 1.32691 0.71008
O -1.72823 0.59658 1.55406
H -3.77272 -1.68649 -1.72906
H -2.97114 -0.11057 -1.94125
H -4.53312 -0.20411 -1.12118
H -3.66790 -2.84388 0.55179
H -4.63499 -1.50701 1.19046
H -3.09321 -1.92037 1.96262
H -1.57067 -2.07487 -0.75369
O 0.73960 -2.76016 3.71508
C 0.23534 -2.11578 2.93779
C 4.92905 -0.34689 0.39221
C 4.31612 0.21233 -0.87078
O 3.08692 0.92612 -0.63139
P 2.00636 0.48407 0.40757
O 1.29943 -0.82993 0.07128
Te 2.14200 0.44285 2.81907
O 0.82531 1.58984 0.23222
C 0.67273 2.55094 -0.84384
C -0.37740 2.05589 -1.81876
H 5.90640 -0.75972 0.15576
H 4.30673 -1.14314 0.80446
H 5.05169 0.43821 1.13914
H 4.11361 -0.58466 -1.59059
H 4.96910 0.95759 -1.32869
H 1.64189 2.70612 -1.32297
H 0.34562 3.47596 -0.36115
H -0.05412 1.13110 -2.29841
H -0.53629 2.80825 -2.58630
H -1.31799 1.89228 -1.28412
```

Q: What is the 2S+1 in the first record?
A: 1

Q: Which of these has the highest total charge?
A: C9H17O7PScTe